Entry 1:
The following is a DFT calculation (the ωB97M-V functional and the def2-TZVPD basis) of 6 unconnected molecules or ions with the total composition C45H97N5O6 at a distorted geometry.

The calculation puts the frontier orbital gap at 8.71 eV. The relative energy (zero: lowest compared OMol25 entry of this formula, charge and spin) is 0.0 kcal/mol.

Geometry as XYZ:
```
153
Properties=species:S:1:pos:R:3:forces:R:3:lowdin_charge:R:1
O 0.63781 -0.27286 -0.05184 0.02 0.02 0.04 -0.060
H 0.27049 -0.80953 -0.77398 -0.03 0.05 -0.10 0.015
H 0.59218 0.62909 -0.38743 0.08 -0.05 -0.04 0.043
C 3.95613 -1.47711 -0.76074 0.75 0.38 0.05 -0.022
C 4.00864 -2.94521 -0.25832 0.41 0.82 -0.78 -0.505
C 5.46172 -3.30559 0.03205 1.03 -0.09 0.61 -0.144
C 6.01287 -2.75983 1.35229 -1.17 0.47 -0.03 -0.169
C 5.04548 -3.08457 2.50106 0.66 0.46 -0.24 -0.131
C 3.59716 -2.66746 2.23829 -0.15 -0.12 0.05 -0.511
N 3.20120 -3.16861 0.92179 0.15 -1.39 0.25 -0.084
O 1.82504 -3.02151 0.64507 0.15 0.72 0.34 -0.037
C 2.72611 -3.37291 3.27579 -0.48 -0.06 0.17 -0.033
C 3.41951 -1.15544 2.42515 0.10 0.37 -0.63 -0.022
C 3.54909 -3.86420 -1.38510 -0.55 -0.05 0.23 -0.026
H 4.13294 -1.40045 -1.83629 -0.31 -0.20 0.00 0.068
H 4.78866 -0.89690 -0.34405 -0.21 -0.02 0.24 0.074
H 3.03635 -0.95551 -0.50198 -0.14 -0.07 -0.16 0.061
H 5.61960 -4.38825 0.04595 -0.32 -0.05 -0.09 0.118
H 6.10337 -2.91081 -0.76174 -0.23 -0.11 -0.23 0.124
H 6.07066 -1.66738 1.27622 0.27 -0.07 0.04 0.101
H 7.00691 -3.15280 1.55460 0.06 0.04 0.00 0.109
H 5.35436 -2.49261 3.36850 0.08 -0.39 0.19 0.119
H 5.11348 -4.14942 2.73103 -0.18 0.00 0.07 0.120
H 2.85999 -4.45401 3.22947 0.05 0.01 -0.08 0.087
H 2.94335 -3.04122 4.29390 0.21 0.07 -0.08 0.087
H 1.66818 -3.16355 3.10274 0.06 0.00 -0.04 0.073
H 3.75242 -0.85561 3.41788 -0.34 0.03 0.11 0.089
H 3.97554 -0.53573 1.71643 0.26 -0.29 0.02 0.077
H 2.38197 -0.86512 2.24488 -0.03 -0.05 0.44 0.053
H 3.81297 -4.89177 -1.13650 -0.17 -0.09 -0.08 0.085
H 4.01531 -3.58226 -2.32653 0.15 -0.04 0.00 0.079
H 2.46717 -3.77193 -1.50074 0.06 -0.14 -0.12 0.070
H 1.65425 -2.06106 0.66243 -0.04 0.02 -0.15 0.055
C 0.64147 -0.42734 5.17104 0.58 -0.38 0.61 -0.023
C -0.11599 0.64024 4.38142 0.21 -0.68 -0.49 -0.502
C -1.46016 0.98977 5.02383 0.00 -0.24 0.27 -0.130
C -1.31552 1.91142 6.21196 0.72 0.53 0.30 -0.167
C -0.55861 3.16391 5.75826 -0.17 -0.24 0.03 -0.132
C 0.83039 2.84685 5.20873 0.18 -0.39 -0.51 -0.526
N 0.63323 1.87374 4.12920 -0.72 0.68 -0.36 -0.084
O 1.85107 1.65587 3.42740 -0.07 -0.44 0.41 -0.014
C 1.42573 4.12503 4.63185 0.51 0.58 0.26 -0.033
C 1.74806 2.35844 6.33988 -0.07 0.27 0.11 -0.020
C -0.44303 -0.00047 3.03204 0.18 0.40 -0.73 -0.033
H 1.67268 -0.55099 4.82882 -0.09 0.25 -0.24 0.073
H 0.18587 -1.41357 5.04798 -0.18 0.13 0.05 0.086
H 0.72430 -0.23016 6.24198 -0.24 0.00 -0.06 0.067
H -2.10115 1.44998 4.26866 0.00 0.06 -0.01 0.104
H -1.91405 0.03476 5.30502 -0.13 0.08 0.01 0.128
H -0.71046 1.44369 6.99325 -0.25 -0.20 0.06 0.099
H -2.25829 2.20383 6.67465 -0.14 -0.16 -0.14 0.113
H -0.40820 3.87159 6.57633 -0.27 0.08 -0.01 0.124
H -1.14554 3.62118 4.95635 0.08 0.29 0.11 0.108
H 1.58097 4.78800 5.49026 -0.02 0.17 -0.21 0.086
H 2.39907 3.99288 4.15977 0.04 -0.33 0.17 0.083
H 0.83168 4.66347 3.89299 -0.41 -0.28 0.12 0.070
H 2.72159 2.03720 5.97209 -0.02 -0.02 -0.10 0.092
H 1.89714 3.18880 7.03512 0.11 -0.07 0.02 0.086
H 1.29149 1.54876 6.89912 0.14 -0.05 0.04 0.052
H -0.97440 -0.94683 3.13717 -0.03 0.06 0.12 0.082
H 0.44626 -0.18225 2.43088 0.10 -0.27 0.23 0.043
H -1.03410 0.66926 2.40187 -0.22 0.04 0.18 0.071
H 1.56280 1.66753 2.50917 0.13 0.13 -0.09 0.088
C -2.77834 -1.17306 -0.45563 0.03 0.07 -0.39 -0.027
C -2.70467 -2.69044 -0.26765 -0.24 0.07 0.97 -0.504
C -4.07691 -3.28351 -0.59440 -0.62 -0.04 -0.08 -0.141
C -4.05810 -4.77435 -0.85692 0.25 -0.64 -0.63 -0.175
C -3.06180 -5.05024 -1.97748 -0.21 -0.10 0.08 -0.144
C -1.65326 -4.59216 -1.61131 0.50 -0.92 -0.47 -0.531
N -1.70339 -3.22576 -1.16651 -0.74 0.72 -1.65 -0.088
O -0.43700 -2.61136 -1.09347 -0.55 -0.31 1.01 -0.022
C -1.02040 -5.53719 -0.58403 0.15 -0.13 0.89 -0.018
C -0.83584 -4.71859 -2.89870 0.38 0.24 -0.04 -0.031
C -2.43589 -2.97605 1.22692 0.29 0.74 0.73 -0.023
H -1.83319 -0.71148 -0.16899 -0.11 0.12 0.03 0.057
H -3.59126 -0.72484 0.11785 0.05 -0.17 0.22 0.087
H -2.98834 -0.95271 -1.50705 0.22 -0.02 0.01 0.092
H -4.77897 -3.09632 0.22356 0.26 0.25 0.17 0.124
H -4.50616 -2.74563 -1.44686 0.16 -0.20 -0.18 0.123
H -5.03739 -5.15545 -1.15791 -0.09 0.22 0.11 0.113
H -3.77168 -5.35849 0.02189 -0.02 0.19 0.14 0.105
H -3.39782 -4.54822 -2.89055 0.10 0.26 0.11 0.121
H -2.98502 -6.10210 -2.26709 -0.15 -0.08 0.31 0.123
H -1.53427 -5.47350 0.38004 -0.02 -0.05 -0.08 0.068
H -1.02425 -6.58951 -0.87706 -0.16 0.09 -0.23 0.087
H 0.02596 -5.29160 -0.37444 -0.05 0.21 -0.18 0.083
H 0.16368 -4.29880 -2.77699 -0.05 0.01 0.01 0.062
H -0.71292 -5.77444 -3.14471 -0.09 -0.02 -0.02 0.088
H -1.32957 -4.22097 -3.73452 0.02 0.09 0.03 0.087
H -2.72932 -3.96228 1.58186 0.16 -0.16 -0.25 0.074
H -2.99257 -2.25921 1.84483 -0.19 -0.11 -0.21 0.085
H -1.40270 -2.76406 1.53844 0.05 -0.33 -0.28 0.075
H -0.19695 -2.76545 -0.16444 0.65 -0.11 -0.15 0.068
C 1.85850 -1.66771 -3.75465 -0.76 0.02 0.99 -0.031
C 1.73271 -0.37143 -4.55670 1.63 -0.14 0.34 -0.506
C 1.82934 -0.70331 -6.03231 -0.99 0.65 -1.36 -0.139
C 1.40280 0.49740 -6.89352 0.47 0.10 -0.07 -0.177
C -0.04335 0.79603 -6.54788 0.34 -0.33 0.25 -0.139
C -0.19096 1.25361 -5.09434 -0.14 0.34 -0.07 -0.523
N 0.48159 0.29610 -4.21068 -0.25 -0.81 -0.20 -0.071
O 0.54282 0.73762 -2.86866 -0.32 0.18 -0.25 -0.024
C 0.32756 2.69089 -4.96036 0.00 0.10 0.77 -0.020
C -1.68467 1.21268 -4.76081 0.34 0.35 0.18 -0.023
C 2.99849 0.45509 -4.19079 -0.38 0.37 0.77 -0.024
H 0.98440 -2.32231 -3.82900 0.10 0.04 -0.58 0.082
H 1.85962 -1.43803 -2.68231 0.30 0.08 -0.16 0.061
H 2.77374 -2.20976 -3.98793 -0.02 0.00 -0.13 0.086
H 2.82744 -0.99700 -6.35099 0.12 -0.23 0.49 0.121
H 1.13164 -1.50381 -6.30319 0.17 -0.19 0.23 0.123
H 1.55820 0.30923 -7.96002 -0.28 -0.28 0.06 0.112
H 2.07051 1.34598 -6.70428 -0.19 0.05 0.18 0.101
H -0.58412 -0.15231 -6.64076 -0.20 0.16 -0.19 0.123
H -0.51192 1.54509 -7.18532 0.01 -0.01 -0.07 0.124
H 1.37037 2.79418 -5.25253 -0.07 0.10 -0.36 0.069
H -0.32279 3.37987 -5.49878 0.19 -0.01 -0.25 0.093
H 0.28455 3.03587 -3.91826 -0.15 -0.07 -0.06 0.073
H -2.23325 1.82748 -5.47774 -0.10 -0.15 -0.03 0.088
H -2.00798 0.17451 -4.78281 -0.21 0.04 -0.01 0.090
H -1.85564 1.63700 -3.77259 -0.07 -0.10 0.13 0.059
H 3.88908 -0.06165 -4.54070 0.07 0.16 -0.16 0.088
H 3.09753 0.54604 -3.10282 -0.04 -0.24 -0.06 0.072
H 2.96967 1.49404 -4.52605 0.12 -0.15 -0.47 0.071
H 1.01629 1.58129 -2.89891 0.12 0.07 0.18 0.082
C -0.88661 3.94355 1.70000 0.48 0.39 -0.34 -0.029
C -2.23271 3.91972 0.98856 -0.89 -0.37 0.90 -0.522
C -3.06966 5.04982 1.58287 0.02 0.46 0.12 -0.145
C -4.35258 5.32776 0.81400 0.37 -0.13 -0.25 -0.167
C -4.08384 5.52677 -0.70150 -0.95 0.48 1.51 -0.130
C -3.15712 4.53283 -1.36312 0.42 -0.57 0.16 -0.505
N -2.06081 4.20150 -0.42239 0.77 0.35 -0.53 -0.078
O -1.16616 3.27724 -1.02729 -0.12 -0.03 0.16 -0.035
C -3.96552 3.30432 -1.80067 -0.76 -0.14 -0.17 -0.021
C -2.49495 5.21961 -2.55429 -0.19 -0.43 -0.86 -0.023
C -2.97601 2.59538 1.28728 0.16 0.02 -0.46 -0.012
H -0.43877 4.92313 1.50327 0.14 -0.13 -0.04 0.094
H -0.18666 3.17873 1.36054 -0.15 -0.04 -0.09 0.076
H -0.96476 3.84491 2.78048 -0.33 -0.15 -0.02 0.055
H -3.27010 4.77991 2.62400 -0.13 0.07 -0.03 0.123
H -2.47376 5.96953 1.62233 0.07 -0.10 -0.14 0.124
H -4.78056 6.27135 1.15644 -0.18 -0.16 0.19 0.110
H -5.08228 4.53692 1.00518 -0.04 0.04 -0.12 0.103
H -3.71639 6.55127 -0.77924 0.24 -0.09 -0.29 0.114
H -5.08884 5.51518 -1.13039 0.25 0.00 -0.57 0.122
H -3.40252 2.47044 -2.22255 0.26 0.14 0.06 0.065
H -4.58530 2.91145 -0.99256 0.19 0.00 0.10 0.072
H -4.69337 3.59054 -2.56754 0.21 0.10 -0.06 0.089
H -2.24155 6.24622 -2.30530 0.11 0.02 -0.08 0.082
H -1.61522 4.69251 -2.91547 0.22 -0.06 0.38 0.065
H -3.15149 5.18543 -3.43183 -0.24 0.38 0.24 0.088
H -4.00762 2.64945 0.94702 0.00 -0.11 -0.09 0.061
H -3.02137 2.35432 2.34871 0.29 0.10 0.06 0.075
H -2.47187 1.77825 0.76665 -0.12 -0.22 0.10 0.066
H -1.61070 2.41464 -1.05362 -0.07 -0.01 -0.04 0.073
```
Forces are in eV/Å.

---

Entry 2:
The following is a DFT calculation (the ωB97M-V functional and the def2-TZVPD basis) of a molecular structure, C5H8N at a distorted geometry.

The calculation puts the frontier orbital gap at 9.94 eV. The relative energy (zero: lowest compared OMol25 entry of this formula, charge and spin) is 155.4 kcal/mol. Its charge is +1.

Geometry as XYZ:
```
14
Properties=species:S:1:pos:R:3:forces:R:3:lowdin_charge:R:1
C 1.67412 -0.85189 -0.98391 -0.65 1.78 2.29 0.087
C 0.69869 -0.02740 -1.41544 0.46 -0.99 -0.50 -0.012
C 0.98738 -0.76805 0.41295 0.92 -0.58 -1.79 -0.179
C -0.08682 0.07495 -0.14261 -3.33 -0.42 0.70 -0.098
C -2.36627 0.30242 0.24784 2.48 -0.48 -1.63 0.210
N 0.85980 0.59887 0.89209 -0.62 0.71 3.64 0.150
H 2.72234 -1.13172 -1.11641 -0.68 -0.13 -0.76 0.124
H 0.40875 0.32566 -2.34365 -0.13 0.99 -1.74 0.088
H 0.91682 -1.55212 1.07552 -0.16 -1.38 1.73 0.130
H -2.45899 1.11979 -0.43812 0.21 0.90 0.29 0.017
H -2.46026 0.47809 1.31384 0.16 -0.17 -0.22 0.036
H -2.90898 -0.50355 -0.26639 0.77 -0.38 0.87 0.049
H 0.50911 0.55047 1.90862 0.16 0.31 -2.00 0.213
H 1.50430 1.38448 0.85567 0.44 -0.14 -0.87 0.184
```
Forces are in eV/Å.

---

Entry 3:
The following is a DFT calculation (the ωB97M-V functional and the def2-TZVPD basis) of 6 unconnected molecules or ions with the total composition CH15N2O5 at a distorted geometry.

The calculation puts the frontier orbital gap at 11.34 eV. The relative energy (zero: lowest compared OMol25 entry of this formula, charge and spin) is 19.5 kcal/mol. Its charge is +1.

Geometry as XYZ:
```
23
Properties=species:S:1:pos:R:3:forces:R:3:lowdin_charge:R:1
N 0.78180 -0.05045 1.69373 0.44 -0.78 2.70 0.183
C -0.48805 -0.31555 1.79810 -1.07 0.17 -2.83 -0.167
N -1.23860 -0.34044 0.68720 0.56 0.01 0.71 0.146
H 1.35061 -0.06663 0.84653 -0.31 0.57 -0.57 0.073
H 1.29461 -0.06427 2.57470 0.02 -0.21 -0.49 0.139
H -1.03036 -0.57009 2.70012 0.54 0.65 0.51 0.157
H -2.15952 0.12361 0.69261 0.10 -0.82 0.10 0.070
H -0.77291 -0.34854 -0.22985 -0.30 0.36 0.50 0.066
H 2.02213 1.22325 -1.18846 0.22 -0.33 -0.42 0.026
H 2.81360 -0.13575 -0.97380 -0.03 0.40 -0.36 0.071
O 2.18519 0.48309 -0.58872 -0.08 -0.31 0.60 -0.049
H 1.77590 -3.66233 2.21726 -0.01 -0.30 -0.25 0.042
H 0.71281 -3.66493 1.05796 0.28 -0.32 0.07 0.039
O 0.98058 -3.24588 1.87884 -0.29 0.65 0.18 -0.056
H -0.99413 -0.50265 -2.77227 0.31 -0.39 0.29 0.075
H -1.50662 0.75090 -2.20738 0.09 0.20 0.48 0.070
O -0.99472 -0.02215 -1.93266 -0.37 0.27 -1.36 -0.046
H -3.60252 1.91850 1.28136 0.10 -0.17 0.16 0.067
H -4.17931 1.59023 -0.05881 0.17 -0.46 0.06 0.073
O -3.61609 1.20362 0.63173 -0.41 0.75 -0.17 -0.047
H 1.96259 1.95979 -3.99522 -0.38 -0.61 0.28 0.061
H 2.67801 2.83061 -3.09362 0.03 -0.07 0.67 0.063
O 2.12482 2.03577 -3.04194 0.37 0.76 -0.87 -0.055
```
Forces are in eV/Å.